Record 1
18
Properties=species:S:1:pos:R:3:forces:R:3 method="wB97M-V/def2-TZVPD" lumo_ev=3.7891 gap_ev=6.1 smiles=NCCNCC[O-] e_homo_ha=-0.08381 energy_ha=-343.7139 charge=-1
H 2.222010 1.574074 0.428270 -0.203 0.343 0.072
N -0.137213 -0.225995 -0.744286 -0.588 1.574 0.263
H 0.132949 -0.839131 -1.487942 0.374 -0.474 -0.037
H 2.330880 -1.169603 -0.488266 0.089 -0.158 0.212
C -1.643690 -0.101532 -0.772705 1.526 -0.198 -1.032
H 0.355033 0.238107 1.280470 -0.600 0.161 -0.233
H -1.868103 -0.216411 1.298791 -0.689 -0.079 -0.048
N 2.534643 0.860933 -0.208946 0.271 -0.643 -0.006
H 2.100649 1.038279 -1.102242 -0.293 0.209 -0.003
C -2.300775 0.469962 0.478842 1.065 -0.429 0.774
H 2.648726 -0.623987 1.175551 -0.355 -0.470 0.217
O -3.606632 0.595562 0.386991 -0.552 0.027 0.048
C 0.542536 -0.499394 0.498351 -0.096 -0.736 0.034
H 0.194572 -1.474595 0.882970 0.466 -0.016 0.408
H -2.020705 -1.098790 -1.028840 -0.531 0.004 0.361
H -1.811969 0.526652 -1.656908 -0.436 0.073 0.233
H -1.717735 1.392576 0.774303 -0.054 0.342 -0.409
C 2.044816 -0.446714 0.285594 0.607 0.473 -0.856


Record 2
16
Properties=species:S:1:pos:R:3:forces:R:3 method="wB97M-V/def2-TZVPD" lumo_ev=1.0742 gap_ev=10.1 e_homo_ha=-0.33270 energy_ha=-322.0653 charge=0
H -1.912738 -0.766001 -0.151562 0.059 -0.046 -0.123
C -0.778178 0.855185 0.846390 0.160 0.125 0.165
N -0.236401 -0.225661 -1.227876 0.137 0.432 0.162
N 1.625866 0.739222 0.646956 0.393 0.127 -0.164
H 1.410513 0.621186 -0.335374 0.076 -0.067 0.049
H 2.524526 0.404689 0.957716 -0.101 0.023 0.001
H -0.768795 1.864865 0.428557 -0.095 0.013 -0.020
H -1.548208 0.787172 1.611265 0.100 0.038 -0.021
C -1.022580 -0.128660 -0.251331 -0.329 -0.216 -0.180
C 0.568500 0.622736 1.501512 -0.080 0.153 -0.127
H -1.374607 -1.781289 -2.110631 0.032 0.003 -0.027
N 0.594585 0.406110 2.746056 -0.240 -0.194 0.843
H 0.398321 -1.844250 -2.320058 -0.054 -0.048 -0.094
C -0.467221 -1.182308 -2.264055 -0.164 -0.277 -0.200
H 1.525727 0.274695 3.134595 0.115 0.048 -0.214
H -0.539311 -0.647691 -3.212159 -0.008 -0.114 -0.050


Record 3
17
Properties=species:S:1:pos:R:3:forces:R:3 method="wB97M-V/def2-TZVPD" lumo_ev=-0.6701 gap_ev=9.5 smiles="CC1=C(C#N)[C@H](O)CC1=O" e_homo_ha=-0.37402 energy_ha=-476.1159 charge=0
N 1.898795 -1.972787 -1.853105 0.037 -0.267 0.323
H -0.345125 1.013432 2.448498 0.265 0.915 0.319
O -1.464247 2.293175 0.159307 -1.061 1.582 -0.328
H 0.725432 1.839098 -2.162604 -0.946 0.443 -0.365
C 0.160896 0.903638 -2.124862 2.005 -0.895 -0.652
C -0.692422 0.480536 1.591794 1.916 -0.062 -0.854
H -0.762408 0.781540 -2.653233 -0.312 0.771 -0.933
O -0.438953 -2.026078 1.563257 0.806 0.965 0.575
C -0.871072 1.280777 0.287952 1.675 -1.374 1.486
C -0.123659 0.551435 -0.722566 2.236 -2.085 -1.311
H -0.562554 -2.199129 2.528067 0.350 0.513 -1.110
H -1.664921 0.229860 1.783045 -2.547 -1.309 0.874
C 1.272186 -1.421330 -1.060777 0.225 -0.079 -0.284
H 1.223090 -0.617088 1.727479 -0.379 -0.437 0.628
H 0.952671 0.169930 -2.571612 -1.778 1.139 0.755
C 0.479704 -0.566879 -0.258591 -1.828 0.503 3.033
C 0.212585 -0.740129 1.317952 -0.662 -0.321 -2.155


Record 4
7
Properties=species:S:1:pos:R:3:forces:R:3 method="wB97M-V/def2-TZVPD" lumo_ev=-0.1733 gap_ev=9.9 smiles="[H]/N=N/C(=O)O" e_homo_ha=-0.36862 energy_ha=-299.2357 charge=0
O 1.876191 -0.551229 0.100423 -0.290 0.292 -0.065
N -0.326150 -0.861916 -0.331440 0.202 1.045 -0.266
N -1.403345 -0.629236 0.205439 0.437 0.821 0.297
H 0.086745 1.882770 0.093354 -0.022 -0.201 -0.122
C 0.874349 0.077180 -0.037830 0.715 -0.122 0.376
H -2.066638 -1.385410 -0.031491 0.358 -0.001 -0.098
O 0.958849 1.467844 0.001544 -1.400 -1.833 -0.122


Record 5
18
Properties=species:S:1:pos:R:3:forces:R:3 method="wB97M-V/def2-TZVPD" lumo_ev=0.7596 gap_ev=9.8 e_homo_ha=-0.33376 energy_ha=-707.9286 charge=0
H -2.643000 -1.503835 -0.247121 1.354 0.812 0.196
H -2.142251 1.653793 1.340917 0.057 -1.033 -0.699
S -0.049219 1.305372 -0.782877 0.243 -0.118 0.635
C 1.747792 -0.250476 0.659911 -4.563 1.353 -1.733
C 1.249879 0.115517 -0.779632 0.853 -0.594 1.864
O 0.344662 2.231680 0.315828 -0.279 0.410 -0.378
C -1.227451 0.144012 -0.002131 -1.535 -0.995 -0.534
C -1.737335 -0.934026 -0.615009 -0.992 -0.491 -1.238
H 1.264800 -0.421519 -2.873955 -0.165 0.739 0.106
H 2.314523 -1.361904 -1.771408 0.077 0.605 0.094
H -1.507166 -1.303425 -1.661506 0.306 0.827 1.349
H -2.294355 0.001383 1.992829 0.409 -0.137 -0.954
H 0.792929 -0.310967 1.273579 1.444 -0.916 -0.503
C 1.659619 -0.482961 -1.866667 0.393 -1.932 -0.953
C -1.672097 0.626745 1.321337 0.417 2.119 2.206
H 2.215928 0.530731 1.110771 1.345 2.793 0.949
H -0.764737 0.949906 1.904202 -0.582 -0.696 -0.325
H 2.447484 -0.990021 0.680924 1.218 -2.743 -0.081


Record 6
15
Properties=species:S:1:pos:R:3:forces:R:3 method="wB97M-V/def2-TZVPD" lumo_ev="0.8905 / -1.6265" spin_multiplicity=3 gap_ev="7.6 / 7.1" e_homo_ha="-0.24678 / -0.32229" energy_ha=-522.6183 charge=0 s2=2.0298
H -0.080635 0.873143 -2.002525 0.006 1.909 -1.986
C -0.007921 0.974000 1.228969 -1.907 0.922 2.539
H 2.142558 0.785727 1.576713 1.069 0.255 0.519
Si -0.480302 -0.229904 -1.294173 -1.615 -0.397 2.969
H -2.691982 1.036694 1.713006 0.298 0.415 -0.561
C 1.193912 -0.785156 -0.900353 0.624 -2.476 -1.475
H -0.392921 1.547627 2.160676 0.894 -0.580 -1.059
H -3.266994 0.525304 0.082666 0.262 -0.310 -0.478
C 1.233834 0.688173 1.066100 0.488 0.544 0.882
H 3.130248 -1.515008 -0.349894 -0.291 0.151 -0.499
H 2.183489 -2.554962 -1.738336 0.249 2.385 1.881
C -2.399925 0.755125 0.683165 0.604 -0.351 1.395
H -1.695130 -1.067339 -1.635264 0.819 0.040 -0.496
C -1.101276 0.537608 0.401049 -0.929 -0.464 -2.462
C 2.233044 -1.571033 -0.991800 -0.572 -2.043 -1.168


Record 7
12
Properties=species:S:1:pos:R:3:forces:R:3 method="wB97M-V/def2-TZVPD" lumo_ev=0.8558 gap_ev=10.2 e_homo_ha=-0.34223 energy_ha=-629.3161 charge=0
S 0.025230 -1.346117 -0.462770 -0.208 2.558 -1.309
H -2.105185 -0.092707 1.317121 0.354 -0.718 0.514
H -2.893110 0.986441 0.205524 -1.117 1.746 -0.568
H 1.214589 0.546189 -1.471567 0.120 2.144 -3.508
C -2.100057 0.337693 0.343056 0.951 -1.668 -0.555
O 0.095846 -1.707601 0.934269 -0.049 -0.998 1.957
H -1.105924 0.516395 -1.598420 -1.058 -0.977 1.008
H 2.758527 0.954855 0.248364 2.702 2.817 0.041
C -1.314278 -0.070097 -0.645386 1.597 0.814 -0.789
H 2.015939 -0.343947 1.400913 0.186 0.906 -2.374
C 2.103496 0.212024 0.372121 -2.185 -3.124 2.366
C 1.304927 0.006870 -0.643220 -1.292 -3.501 3.218


Record 8
17
Properties=species:S:1:pos:R:3:forces:R:3 method="wB97M-V/def2-TZVPD" lumo_ev="-8.9426 / -8.8312" spin_multiplicity=6 gap_ev="7.5 / 9.8" e_homo_ha="-0.60608 / -0.68575" energy_ha=-916.5588 charge=+2 s2=8.7550
H -0.942425 2.592775 -1.369915 -0.310 -0.020 0.196
H -0.634737 -1.566910 -1.504908 0.068 0.347 -0.199
H 1.878706 -2.197544 0.795076 -0.248 0.211 0.021
H 1.132786 -1.727778 2.352260 -0.147 -0.333 -0.167
H -1.188840 -0.246774 0.477920 0.297 -0.013 -0.433
C 0.998265 -1.743327 1.266654 0.010 -1.189 0.134
O -0.019574 1.483166 0.046136 1.714 -2.914 1.187
H -1.475055 2.913035 0.299968 -0.646 -0.623 -0.020
O 0.836619 -0.390322 0.865902 0.317 1.253 0.579
H -0.142749 0.054495 -2.161338 -0.276 -0.373 0.025
H -1.836048 1.077647 -0.663127 0.275 4.203 0.762
C 0.022937 -0.697312 -1.379634 -0.262 0.340 -0.157
H 0.105334 -2.315387 0.981017 0.275 0.034 0.333
C -1.169365 2.130003 -0.400925 -2.097 -2.432 -2.526
Pm 1.595906 1.743158 1.915198 -0.369 -0.357 -0.677
C -0.222987 -0.075448 -0.027276 1.609 1.677 0.703
H 1.061223 -1.033478 -1.493010 -0.209 0.190 0.239